Record 1
ORCA calculation (ωB97M-V with the def2-TZVPD basis set) on the molecule C4H5NO.

Output
Energy above the lowest of the compared OMol25 structures with the same formula, charge and spin: 33.1 kcal per mole
DFT total energy: -285.3619 Eh
LUMO level: 0.004 Ha
Net charge: 0

Element x y z (Å)
1 N -0.8110 -3.2459 0.6427
2 C -0.3347 -2.2890 0.1965
3 C 0.1393 -1.0505 -0.3497
4 C 0.5097 -0.0240 0.4240
5 C 0.4246 1.3753 -0.1143
6 O -0.9327 1.7247 0.1108
7 H -1.4344 0.9437 -0.1667
8 H 0.0697 -0.9343 -1.4306
9 H 0.5825 -0.1331 1.5036
10 H 1.0360 2.0993 0.4293
11 H 0.6838 1.4267 -1.1821

---

Record 2
ORCA calculation (ωB97M-V with the def2-TZVPD basis set) on a cluster of 3 separate species, C36H39F14N7O2S in total.

Output
DFT total energy: -3723.9766 Eh
LUMO level: -0.039 Ha
Net charge: 0

Element x y z (Å)
1 C 3.1660 -4.4069 -0.2104
2 C 2.2089 -3.6392 -1.0965
3 C 2.5498 -2.0274 -1.3233
4 C 1.4430 -0.9032 -0.7731
5 C 1.7973 0.7212 -0.9496
6 C 3.2213 1.0664 -1.6806
7 C 4.3164 -0.0290 -2.2319
8 C 3.9750 -1.6474 -2.0385
9 C 5.1236 -2.6948 -2.5578
10 C 4.7447 -4.1434 -3.3054
11 C 6.1254 -4.9665 -3.7214
12 C 7.6536 -4.4975 -3.4216
13 N 7.9171 -3.1936 -2.7492
14 C 6.7143 -2.3904 -2.3896
15 S 3.6531 2.8861 -1.9169
16 C 1.9585 3.7335 -1.9652
17 C 1.8675 5.1395 -2.8132
18 F 3.0097 5.7548 -3.5675
19 C 0.4085 5.9222 -2.8256
20 C -0.8789 5.2504 -1.9950
21 C -2.2729 6.1459 -2.0341
22 C -1.8247 7.6646 -1.4958
23 C -3.1013 8.6141 -1.0977
24 C -0.8714 7.5495 -0.1272
25 C -0.7306 3.8058 -1.1740
26 C -2.0036 3.1790 -0.3445
27 C -2.6227 1.7915 -1.0096
28 C -3.8909 2.0574 -2.0307
29 F -3.2624 2.5632 -3.3097
30 F -4.7616 3.2058 -1.5766
31 C -4.7296 0.7187 -2.4514
32 F -3.7376 -0.1527 -3.1916
33 F -5.7491 1.0682 -3.5115
34 C -5.3061 -0.1997 -1.2431
35 F -4.2194 -1.0257 -0.5935
36 F -6.2019 -1.2328 -1.8884
37 C -6.0911 0.5532 -0.0295
38 F -5.2274 1.5019 0.7702
39 F -6.4088 -0.5431 0.9661
40 C -7.5511 1.2023 -0.4141
41 F -8.5626 0.1723 -0.8625
42 F -7.5230 2.2229 -1.4863
43 C -8.2992 1.9546 0.8806
44 F -9.5986 2.4674 0.3027
45 F -8.6901 1.0145 1.9565
46 F -7.5743 3.1659 1.3455
47 C 0.7369 3.0034 -1.1552
48 N 0.7924 1.7012 -0.3951
49 N 0.9922 1.8688 0.9658
50 C 0.1482 0.9228 1.7910
51 C 0.9813 -0.2415 2.5887
52 C 0.0941 -0.5694 3.9681
53 H 2.7967 -5.0526 0.7234
54 H 4.3457 -4.3801 -0.3517
55 H 1.2968 -4.2012 -1.5757
56 H 0.4381 -1.2606 -0.2442
57 H 5.3213 0.3487 -2.7473
58 H 3.6532 -4.5054 -3.5186
59 H 5.9834 -6.0001 -4.2926
60 H 8.5821 -5.1683 -3.7469
61 H 6.9551 -1.3326 -1.8861
62 H 0.2477 6.9472 -3.3994
63 H -2.7733 6.1940 -3.0964
64 H -3.0940 5.7838 -1.2833
65 H -1.1974 8.2219 -2.3391
66 H -2.6808 9.7294 -1.0398
67 H -4.0078 8.5612 -1.8490
68 H -3.5109 8.3879 -0.0062
69 H -0.9308 8.5067 0.5462
70 H 0.2479 7.4941 -0.5240
71 H -1.0855 6.5621 0.4878
72 H -2.8334 3.9823 -0.0850
73 H -1.5654 2.8412 0.7136
74 H -1.7304 1.3342 -1.6543
75 H -2.8612 1.0830 -0.1098
76 H 0.7119 2.8616 1.2030
77 H -0.6090 0.4004 1.0396
78 H -0.5400 1.5699 2.5191
79 H 0.8885 -1.2390 1.9394
80 H 2.0992 0.0342 2.8280
81 H 0.7246 -1.0919 4.8040
82 H -0.8013 -1.2941 3.6639
83 H -0.4015 0.4152 4.3640
84 C 0.8460 -6.5555 2.8501
85 O 1.8955 -6.2901 2.2856
86 N 0.7847 -6.8921 4.1512
87 N -0.3432 -6.5354 2.2216
88 H -0.0698 -7.1140 4.6334
89 H 1.6578 -6.9193 4.6613
90 H -0.3417 -6.2868 1.2409
91 H -1.2180 -6.7509 2.6693
92 C 4.4784 -8.2763 5.2495
93 O 3.4798 -8.7889 4.7693
94 N 5.1331 -7.2625 4.6551
95 N 5.0136 -8.6794 6.4160
96 H 5.9569 -6.8275 5.0350
97 H 4.7631 -6.9287 3.7747
98 H 4.5512 -9.4404 6.8962
99 H 5.8352 -8.2699 6.8274

---

Record 3
ORCA calculation (ωB97M-V with the def2-TZVPD basis set) on a structure of composition C5H6Cl2O4SScYb.

Output
Multiplicity: 2
DFT total energy: -3731.3268 Eh
<S²>: 0.751
LUMO level (spin up / spin down): -0.673 / -0.673 Ha
Net charge: +4

Element x y z (Å)
1 Sc -3.0397 2.6538 -2.9422
2 Yb -0.9000 0.8176 1.3072
3 Cl -0.9108 1.8613 -3.5854
4 Cl -1.6152 -1.0617 0.0182
5 C -1.9900 -1.1338 2.6588
6 C -2.8951 3.1319 -0.8601
7 C -3.8968 1.0386 -1.6490
8 O -2.4281 -2.1660 2.4751
9 O -2.8790 3.3870 0.2650
10 O -4.5978 0.6320 -0.7930
11 C 2.1104 -2.1924 0.6210
12 S 2.4935 -0.5521 1.2709
13 C 3.2040 0.1590 -0.1863
14 O 1.0987 0.1123 1.3216
15 H 2.9276 -2.8450 0.8952
16 H 1.9603 -2.1746 -0.4618
17 H 1.2211 -2.6138 1.0989
18 H 2.8039 -0.3034 -1.1219
19 H 3.0453 1.2539 -0.1968
20 H 4.2878 -0.0048 -0.1352

---

Record 4
ORCA calculation (ωB97M-V with the def2-TZVPD basis set) on a structure of composition C45H45CsN9O2P2S2.

Output
Energy above the lowest of the compared OMol25 structures with the same formula, charge and spin: 20.6 kcal per mole
DFT total energy: -3884.4646 Eh
LUMO level: 0.073 Ha
Net charge: -1

Element x y z (Å)
1 Cs -1.1588 -0.2460 -0.8824
2 N 1.1641 3.2094 -3.3153
3 C 0.5942 2.1447 -2.7003
4 N 0.9626 0.9263 -2.8410
5 C 2.0544 0.6425 -3.6519
6 N 2.6385 -0.5018 -3.6520
7 N 2.2179 -1.4609 -2.7498
8 C 2.5844 -1.2996 -1.5408
9 C 2.3629 -2.3099 -0.4958
10 C 2.9500 -2.1135 0.7483
11 C 2.8319 -3.1024 1.7091
12 C 2.1170 -4.2482 1.4049
13 C 1.5412 -4.3438 0.1488
14 N 1.6472 -3.4048 -0.7868
15 C 2.5441 1.7026 -4.5523
16 C 3.4597 1.4694 -5.5745
17 C 3.9527 2.5164 -6.3290
18 C 3.5358 3.8197 -6.0585
19 C 2.6215 4.0694 -5.0561
20 C 2.1157 3.0080 -4.3049
21 H 0.9263 4.1399 -3.0182
22 H -0.2486 2.3724 -2.0588
23 H 3.1190 -0.3968 -1.2456
24 H 3.4747 -1.1902 0.9534
25 H 3.2698 -2.9759 2.6902
26 H 1.9807 -5.0341 2.1343
27 H 0.9471 -5.2134 -0.1195
28 H 3.7785 0.4492 -5.7443
29 H 4.6657 2.3287 -7.1209
30 H 3.9250 4.6448 -6.6414
31 H 2.2852 5.0785 -4.8489
32 S -1.7429 -2.1445 1.7406
33 P -0.8450 -0.5800 2.6825
34 C 0.0911 0.4709 1.8237
35 P 0.1876 2.1240 1.7664
36 S 1.2110 2.9128 0.2246
37 C 0.8944 2.9539 3.2646
38 C 1.2094 2.2124 4.3906
39 C 1.7434 2.8191 5.5225
40 C 1.9556 4.1879 5.5349
41 C 1.6384 4.9438 4.4097
42 C 1.1199 4.3300 3.2823
43 C -1.4876 2.9169 1.7065
44 C -2.1039 3.5724 2.7668
45 C -3.3913 4.0828 2.6358
46 C -4.0874 3.9385 1.4496
47 C -3.4876 3.2772 0.3825
48 C -2.2040 2.7803 0.5172
49 C 0.1022 -1.4340 4.0195
50 C 1.4677 -1.2356 4.1338
51 C 2.1930 -1.8549 5.1481
52 C 1.5491 -2.6852 6.0503
53 C 0.1748 -2.8968 5.9331
54 C -0.5393 -2.2760 4.9228
55 C -2.1762 0.2090 3.6916
56 C -3.4676 0.3063 3.1772
57 C -4.4612 0.9748 3.8754
58 C -4.1800 1.5526 5.1067
59 C -2.8975 1.4639 5.6279
60 C -1.9041 0.7991 4.9228
61 H 1.0322 1.1447 4.3699
62 H 1.9901 2.2194 6.3914
63 H 2.3689 4.6689 6.4140
64 H 1.8061 6.0148 4.4138
65 H 0.8942 4.9070 2.3931
66 H -1.5818 3.6818 3.7087
67 H -3.8537 4.5820 3.4795
68 H -5.0905 4.3366 1.3517
69 H -4.0207 3.1583 -0.5539
70 H -1.7318 2.2850 -0.3233
71 H 1.9421 -0.5707 3.4162
72 H 3.2593 -1.6756 5.2366
73 H 2.1063 -3.1654 6.8464
74 H -0.3331 -3.5455 6.6373
75 H -1.6065 -2.4413 4.8143
76 H -3.6887 -0.1722 2.2308
77 H -5.4579 1.0495 3.4563
78 H -4.9562 2.0741 5.6549
79 H -2.6699 1.9129 6.5880
80 H -0.9066 0.7302 5.3401
81 N -1.2532 0.0708 -5.6122
82 C -0.8503 -1.1159 -4.8437
83 C -0.1038 -2.1710 -5.7030
84 C -0.4781 -3.6477 -5.5663
85 C 0.0338 -4.3909 -4.3358
86 N -0.2797 -3.8320 -3.0221
87 C -1.4288 -3.9760 -2.3902
88 N -2.5504 -4.3527 -3.0492
89 N -1.4563 -3.8452 -1.0615
90 C -2.1180 -1.6384 -4.1504
91 O -2.9706 -2.2145 -4.8698
92 O -2.1811 -1.4890 -2.9058
93 H -1.9810 -0.2024 -6.2656
94 H -0.4687 0.4155 -6.1551
95 H -0.1849 -0.7655 -4.0571
96 H 0.9707 -2.0533 -5.5160
97 H -0.2735 -1.9017 -6.7494
98 H -0.0505 -4.1810 -6.4224
99 H -1.5595 -3.7458 -5.6478
100 H 1.1239 -4.4357 -4.3679
101 H -0.3499 -5.4143 -4.3694
102 H 0.4991 -3.4724 -2.4774
103 H -2.7697 -3.7765 -3.8715
104 H -3.3545 -4.4274 -2.4454
105 H -0.6007 -3.5415 -0.6116
106 H -2.2881 -3.4922 -0.6088

---

Record 5
ORCA calculation (ωB97M-V with the def2-TZVPD basis set) on the ion C22H42ClFIN2O3 with charge +1.

Output
DFT total energy: -2056.1711 Eh
LUMO level: -0.183 Ha
Net charge: +1

Element x y z (Å)
1 C 5.8577 3.0794 1.0394
2 C 5.9591 1.5757 0.7762
3 C 4.5956 0.8747 0.8059
4 C 4.5552 -0.4643 0.0450
5 C 3.6086 -0.4899 -1.1689
6 C 2.9914 -1.8674 -1.4250
7 C 1.7483 -2.1926 -0.5643
8 C 0.5133 -2.6475 -1.3757
9 C -0.7917 -1.8521 -1.3937
10 N -0.7794 -0.3519 -1.6073
11 I 0.4444 0.0272 -3.3167
12 C -2.1963 0.0800 -1.9957
13 C -3.0441 0.8280 -0.9474
14 C -4.2379 1.4089 -1.7426
15 C -5.2640 2.0644 -0.8434
16 O -6.2060 1.5211 -0.3880
17 Cl -4.8993 3.7342 -0.4275
18 O -3.5025 -0.0272 0.0937
19 C -4.4593 -1.0360 -0.2563
20 C -4.4925 -2.2032 0.7471
21 C -3.5569 -2.0615 1.9332
22 O -4.1551 -3.3962 0.0309
23 N -2.2788 1.8825 -0.3351
24 C -0.8563 1.9032 -0.6367
25 C -0.1655 3.0112 0.1610
26 C -0.2127 0.5214 -0.4495
27 C -0.4172 -0.0687 0.9438
28 C 0.5054 0.5450 1.9969
29 C 0.6074 -0.3310 3.2354
30 F 1.7819 0.7004 1.4401
31 H 6.7677 3.4776 1.4871
32 H 5.0404 3.2917 1.7342
33 H 5.6592 3.6325 0.1200
34 H 6.4313 1.3923 -0.1931
35 H 6.6123 1.1286 1.5299
36 H 3.8513 1.5591 0.3837
37 H 4.3104 0.7096 1.8467
38 H 4.2601 -1.2675 0.7264
39 H 5.5628 -0.7060 -0.3019
40 H 2.8287 0.2665 -1.0233
41 H 4.1560 -0.1852 -2.0657
42 H 2.7467 -1.9741 -2.4855
43 H 3.7583 -2.6211 -1.2300
44 H 2.0059 -3.0071 0.1141
45 H 1.5359 -1.3470 0.0864
46 H 0.8219 -2.8475 -2.4040
47 H 0.1773 -3.6161 -0.9939
48 H -1.3983 -2.2461 -2.2078
49 H -1.3725 -2.0179 -0.4875
50 H -2.1236 0.7182 -2.8709
51 H -2.7267 -0.8182 -2.2917
52 H -3.8454 2.1462 -2.4416
53 H -4.7550 0.6250 -2.3001
54 H -5.4460 -0.5790 -0.3423
55 H -4.2154 -1.4733 -1.2277
56 H -5.5115 -2.2756 1.1329
57 H -3.8024 -1.1725 2.5176
58 H -3.6512 -2.9423 2.5663
59 H -2.5214 -1.9831 1.6104
60 H -4.8808 -4.0232 0.0747
61 H -2.4684 1.9240 0.6579
62 H -0.7565 2.1613 -1.6970
63 H 0.8741 2.7634 0.3775
64 H -0.1755 3.9401 -0.4058
65 H -0.6827 3.2018 1.1018
66 H 0.8588 0.5945 -0.6207
67 H -1.4392 0.0611 1.2938
68 H -0.2294 -1.1389 0.9518
69 H 0.1672 1.5440 2.2694
70 H 0.6712 0.2675 4.1422
71 H 1.5091 -0.9401 3.1702
72 H -0.2575 -0.9907 3.3208

---

Record 6
ORCA calculation (ωB97M-V with the def2-TZVPD basis set) on the molecule H11N5Si2.

Output
Energy above the lowest of the compared OMol25 structures with the same formula, charge and spin: 0.0 kcal per mole
DFT total energy: -859.4598 Eh
LUMO level: 0.025 Ha
Net charge: 0

Element x y z (Å)
1 N -1.3746 -2.4838 -0.1646
2 N 1.4519 -1.6585 0.7869
3 N -1.5053 1.7107 -0.4573
4 N 0.9129 1.5683 -1.5332
5 N 0.3257 1.4188 1.4751
6 Si 0.1835 -1.4912 -0.2757
7 Si -0.0378 0.7949 -0.1540
8 H -1.1899 -3.3315 0.3412
9 H -2.1428 -1.9301 0.2250
10 H 1.5863 -2.4002 1.5282
11 H 1.5837 -0.6963 1.1970
12 H -2.4030 1.2080 -0.3221
13 H -1.6375 2.0557 -1.4121
14 H 1.6135 1.0587 -1.9449
15 H 1.1098 2.5456 -1.3427
16 H 1.0838 2.0681 1.3824
17 H -0.3918 1.7169 2.0760
18 H 0.8317 -2.1543 -1.4054

---

Look up the net charge of the fourth one. -1